[1]
A cluster of 4 separate species, H9O4 in total in a non-equilibrium geometry, computed with ωB97M-V/def2-TZVPD.

Each line ends with the Löwdin charge.
Positions of all 13 atoms, in Å:
O 2.20 0.69 -1.04  0.295
H 2.59 1.60 -1.13  0.186
H 2.85 0.12 -1.51  0.186
O -0.03 -1.36 2.33  0.202
H -0.71 -1.90 2.77  0.160
H 0.66 -1.11 2.99  0.163
O -2.04 0.59 -1.46  0.067
H -2.81 0.70 -0.89  0.120
H -2.06 1.41 -1.95  0.116
O -0.20 -0.27 0.01  0.197
H 0.01 -0.79 0.82  0.094
H -1.03 0.08 -0.57  0.104
H 0.57 0.24 -0.37  0.111

For the HOMO-LUMO gap (alpha / beta), the calculation gives 13.2543 / 3.2607 eV. The expectation value of S² is 0.756. Its total charge is +2. The calculation puts the LUMO energy (alpha / beta) at -7.8467 / -17.0771 eV. The spin multiplicity is 2. For the HOMO energy (alpha / beta), the calculation gives -21.10 / -20.34 eV.

[2]
A structure of composition C55H46BeOP3Si, computed with ωB97M-V/def2-TZVPD.

Each line ends with the Löwdin charge.
Positions of all 107 atoms, in Å:
Be 0.37 -0.51 0.30  -0.140
C 3.37 -2.92 4.41  -0.071
C 3.57 -1.55 4.44  -0.064
C 2.61 -0.69 3.91  -0.081
C 1.45 -1.21 3.35  -0.337
C 1.27 -2.59 3.30  -0.117
C 2.22 -3.44 3.84  -0.072
P 0.26 -0.20 2.41  1.090
C -1.38 -0.42 3.17  -0.312
C -1.65 -1.29 4.22  -0.075
C -2.95 -1.41 4.71  -0.069
C -3.98 -0.68 4.15  -0.072
C -3.71 0.19 3.10  -0.075
C -2.42 0.32 2.61  -0.089
C 0.62 1.56 2.58  -0.358
C 1.01 2.13 3.80  -0.086
C 1.33 3.47 3.86  -0.060
C 1.27 4.25 2.71  -0.059
C 0.85 3.69 1.51  -0.093
C 0.49 2.34 1.42  -0.274
Si -0.20 1.55 -0.20  0.709
C 1.10 2.10 -1.48  -0.279
C 1.05 3.25 -2.27  -0.085
C 2.13 3.63 -3.05  -0.061
C 3.30 2.88 -3.04  -0.061
C 3.37 1.74 -2.27  -0.083
C 2.27 1.34 -1.52  -0.376
P 2.36 -0.20 -0.54  1.117
C 2.70 -1.54 -1.73  -0.333
C 2.53 -1.37 -3.10  -0.067
C 2.70 -2.44 -3.96  -0.064
C 3.04 -3.69 -3.46  -0.067
C 3.19 -3.88 -2.09  -0.071
C 3.00 -2.81 -1.23  -0.137
C 3.87 0.06 0.44  -0.325
C 4.91 -0.86 0.54  -0.073
C 6.02 -0.58 1.32  -0.068
C 6.11 0.63 1.99  -0.073
C 5.09 1.56 1.88  -0.065
C 3.97 1.28 1.11  -0.088
C -1.88 2.37 -0.56  -0.293
C -2.00 3.76 -0.46  -0.095
C -3.20 4.41 -0.68  -0.064
C -4.33 3.68 -1.02  -0.063
C -4.24 2.31 -1.14  -0.070
C -3.04 1.64 -0.92  -0.368
P -2.96 -0.17 -1.13  1.102
C -4.68 -0.68 -1.40  -0.393
C -5.37 -1.19 -0.30  -0.099
C -6.69 -1.60 -0.42  -0.074
C -7.33 -1.52 -1.64  -0.073
C -6.65 -1.03 -2.75  -0.068
C -5.34 -0.61 -2.63  -0.094
C -2.18 -0.37 -2.78  -0.365
C -2.21 -1.65 -3.36  -0.111
C -1.53 -1.90 -4.54  -0.076
C -0.80 -0.88 -5.15  -0.086
C -0.76 0.38 -4.57  -0.071
C -1.45 0.63 -3.39  -0.082
H 4.12 -3.59 4.83  0.109
H 4.47 -1.14 4.88  0.111
H 2.78 0.37 3.93  0.087
H 0.38 -3.01 2.84  0.105
H 2.06 -4.51 3.82  0.109
H -0.85 -1.86 4.68  0.098
H -3.14 -2.09 5.53  0.109
H -4.98 -0.77 4.53  0.109
H -4.51 0.78 2.66  0.111
H -2.23 1.01 1.80  0.078
H 1.06 1.51 4.69  0.112
H 1.63 3.91 4.80  0.110
H 1.55 5.29 2.75  0.111
H 0.82 4.32 0.63  0.097
H 0.15 3.86 -2.29  0.100
H 2.07 4.53 -3.66  0.110
H 4.15 3.19 -3.64  0.110
H 4.28 1.14 -2.26  0.121
H 2.26 -0.40 -3.50  0.100
H 2.57 -2.30 -5.02  0.109
H 3.18 -4.53 -4.14  0.110
H 3.45 -4.85 -1.70  0.112
H 3.09 -2.97 -0.16  0.107
H 4.88 -1.80 -0.01  0.088
H 6.83 -1.30 1.39  0.109
H 6.99 0.85 2.59  0.109
H 5.16 2.51 2.39  0.111
H 3.18 2.02 1.02  0.099
H -1.14 4.35 -0.18  0.084
H -3.25 5.49 -0.59  0.110
H -5.27 4.18 -1.19  0.111
H -5.13 1.74 -1.39  0.098
H -4.86 -1.26 0.66  0.090
H -7.21 -1.99 0.45  0.107
H -8.35 -1.85 -1.74  0.108
H -7.15 -0.96 -3.71  0.109
H -4.81 -0.22 -3.50  0.113
H -2.78 -2.44 -2.89  0.111
H -1.57 -2.88 -4.99  0.107
H -0.27 -1.08 -6.07  0.106
H -0.20 1.17 -5.05  0.109
H -1.43 1.63 -2.97  0.089
C -0.20 -3.22 -0.46  -0.041
O -0.46 -1.86 -0.12  -0.246
H -1.12 -3.80 -0.33  0.103
H 0.56 -3.60 0.21  0.084
H 0.14 -3.29 -1.49  0.089
H -1.38 -1.55 -0.39  0.018

For the HOMO-LUMO gap, the calculation gives 8.0767 eV. Its total charge is +1. The calculation puts the LUMO energy at -1.8820 eV. The spin multiplicity is 1. For the HOMO energy, the calculation gives -9.96 eV.

[3]
A structure of composition C6H12O, computed with ωB97M-V/def2-TZVPD.

Each line ends with the Löwdin charge.
Positions of all 19 atoms, in Å:
C 2.88 -0.39 0.80  -0.091
C 0.89 0.06 -0.96  0.037
O 1.50 -0.74 0.59  -0.170
C -0.17 0.94 -0.42  -0.364
C -1.41 1.05 -1.28  -0.097
C -1.55 0.52 0.11  -0.315
C -1.93 -0.92 0.35  -0.079
H 3.34 -0.41 -0.19  0.081
H 3.34 -1.13 1.46  0.086
H 2.97 0.61 1.22  0.093
H 0.41 -0.87 -1.29  0.026
H 0.96 -0.40 1.31  0.120
H 0.17 1.91 -0.03  0.116
H -1.50 0.35 -2.10  0.109
H -1.79 2.05 -1.51  0.101
H -1.98 1.22 0.82  0.127
H -1.38 -1.60 -0.32  0.071
H -3.00 -1.08 0.18  0.076
H -1.71 -1.23 1.38  0.071

For the HOMO-LUMO gap, the calculation gives 8.0819 eV. Its total charge is 0. The calculation puts the LUMO energy at 0.7359 eV. The spin multiplicity is 1. For the HOMO energy, the calculation gives -7.35 eV.

[4]
A cluster of 13 separate species, C39H73B3Br24NO10S in total in a non-equilibrium geometry, computed with ωB97M-V/def2-TZVPD.

Each line ends with the Löwdin charge.
Positions of all 151 atoms, in Å:
C 6.69 -2.71 -0.09  0.019
C 5.34 -2.25 -0.03  -0.073
C 3.76 -1.71 -0.15  -0.207
C 3.30 -0.88 1.19  -0.191
C 1.88 -0.06 1.03  -0.216
C 1.64 0.62 -0.44  0.057
C 2.88 1.59 -1.00  0.002
O 4.11 1.89 -0.25  0.057
B 3.86 2.97 0.76  -0.471
O 4.26 2.86 2.20  0.014
O 3.18 4.26 0.40  0.065
C 2.72 2.26 -2.49  0.101
B 3.85 3.21 -3.24  -0.386
O 3.32 4.36 -4.04  0.046
O 5.31 2.90 -3.16  0.054
C 1.35 1.92 -3.33  0.135
N 0.23 1.05 -2.76  0.102
B -0.97 0.84 -3.72  -0.517
O -2.27 1.49 -3.44  0.093
O -0.83 0.03 -4.98  -0.249
C -0.82 -1.38 -4.52  -0.129
C 0.28 0.38 -1.39  0.051
C -0.91 -0.56 -0.77  -0.128
C -0.67 -2.18 -0.95  -0.169
C -2.13 -2.90 -0.56  -0.186
C -2.00 -4.02 0.63  -0.269
S -2.47 -5.76 0.10  0.823
O -3.26 -5.81 -1.26  -0.385
O -3.46 -6.37 1.17  -0.391
O -1.10 -6.80 0.01  -0.207
H 7.76 -2.99 -0.55  0.016
H 3.72 -1.11 -1.15  0.092
H 3.02 -2.64 -0.28  0.116
H 3.10 -1.70 2.03  0.129
H 4.17 -0.16 1.52  0.119
H 1.02 -0.81 1.33  -0.043
H 1.92 0.82 1.81  0.065
H 3.44 2.65 2.77  0.035
H 2.45 4.37 1.09  0.128
H 2.78 4.92 -3.40  0.128
H 5.74 3.82 -3.06  0.134
H 1.24 2.38 -4.42  0.170
H -2.82 1.34 -4.29  0.095
H -1.48 -1.41 -3.53  0.097
H -1.23 -2.11 -5.35  0.130
H 0.26 -1.76 -4.21  0.064
H -0.91 -0.36 0.41  0.126
H -1.99 -0.30 -1.13  0.129
H 0.11 -2.57 -0.17  0.099
H -0.32 -2.51 -2.02  0.106
H -2.85 -2.05 -0.14  0.128
H -2.66 -3.29 -1.55  0.131
H -0.93 -4.00 1.14  0.106
H -2.76 -3.71 1.50  0.024
H -0.30 -6.18 0.12  0.105
Br -2.70 -3.76 3.98  0.725
C -1.76 -2.57 5.20  -0.654
C -1.43 -1.26 4.53  -0.667
Br 0.09 -1.44 3.32  0.726
H -0.87 -3.11 5.55  0.061
H -2.44 -2.42 6.03  0.066
H -1.11 -0.51 5.27  0.058
H -2.25 -0.85 3.94  -0.008
Br 0.30 0.55 -8.98  0.595
C -1.32 -0.52 -9.17  -0.663
C -2.55 0.30 -8.88  -0.680
Br -2.79 0.57 -6.96  0.742
H -1.21 -1.39 -8.50  0.053
H -1.32 -0.87 -10.20  0.061
H -3.45 -0.23 -9.20  0.036
H -2.53 1.29 -9.34  -0.009
Br -7.26 -6.24 -3.01  0.593
C -6.46 -6.39 -1.24  -0.712
C -7.18 -7.43 -0.40  -0.690
Br -8.87 -6.75 0.27  0.589
H -6.48 -5.39 -0.80  0.054
H -5.43 -6.69 -1.42  0.027
H -6.59 -7.68 0.49  0.057
H -7.40 -8.35 -0.95  0.054
Br -4.22 1.07 4.54  0.652
C -3.27 2.26 5.76  -0.668
C -2.94 3.57 5.09  -0.719
Br -1.42 3.39 3.89  0.580
H -2.39 1.72 6.12  0.048
H -3.96 2.41 6.60  0.066
H -2.63 4.32 5.84  -0.039
H -3.77 3.98 4.51  0.057
Br -3.25 6.75 6.60  0.672
C -2.25 7.75 7.95  -0.675
C -0.81 7.30 7.99  -0.680
Br -0.62 5.60 8.92  0.641
H -2.78 7.61 8.90  0.057
H -2.33 8.79 7.65  0.063
H -0.21 8.01 8.57  0.063
H -0.36 7.18 7.00  0.056
Br -0.91 3.34 -12.62  0.612
C -2.53 2.27 -12.80  -0.704
C -3.77 3.09 -12.52  -0.710
Br -4.01 3.37 -10.60  0.622
H -2.42 1.41 -12.14  0.034
H -2.53 1.93 -13.84  0.064
H -4.67 2.56 -12.84  -0.011
H -3.75 4.08 -12.98  0.057
Br 2.45 1.06 4.52  0.689
C 3.45 2.05 5.87  -0.670
C 4.89 1.61 5.91  -0.680
Br 5.08 -0.10 6.84  0.622
H 2.92 1.91 6.82  -0.047
H 3.37 3.10 5.56  0.068
H 5.49 2.31 6.49  0.066
H 5.34 1.48 4.92  0.051
Br 3.71 -3.21 -3.90  0.600
C 3.53 -3.22 -5.85  -0.685
C 3.68 -1.82 -6.41  -0.658
Br 2.06 -0.77 -6.14  0.675
H 2.57 -3.68 -6.08  0.055
H 4.34 -3.86 -6.20  0.063
H 3.82 -1.86 -7.50  0.065
H 4.50 -1.26 -5.97  0.056
Br -0.32 0.12 10.00  0.600
C 0.63 1.32 11.22  -0.675
C 0.96 2.63 10.55  -0.695
Br 2.48 2.45 9.34  0.671
H 1.51 0.78 11.57  0.058
H -0.06 1.47 12.05  0.065
H 1.27 3.37 11.29  0.065
H 0.13 3.04 9.96  -0.009
Br 2.27 -2.70 13.54  0.600
C 0.61 -2.95 12.56  -0.701
C 0.75 -4.04 11.52  -0.689
Br 1.73 -3.41 9.96  0.578
H 0.33 -1.98 12.14  0.006
H -0.13 -3.23 13.32  0.061
H -0.23 -4.34 11.14  0.058
H 1.27 -4.93 11.89  0.054
Br -5.51 0.31 -11.73  0.675
C -7.31 0.24 -10.98  -0.657
C -7.53 1.36 -9.99  -0.683
Br -6.67 0.98 -8.28  0.602
H -7.44 -0.75 -10.54  0.057
H -7.98 0.35 -11.84  0.063
H -8.60 1.47 -9.75  0.062
H -7.15 2.33 -10.33  0.039
Br 9.25 -0.79 -1.45  0.642
C 8.41 0.97 -1.44  -0.682
C 8.85 1.77 -0.24  -0.688
Br 7.93 1.18 1.38  0.613
H 7.33 0.81 -1.49  0.047
H 8.75 1.45 -2.37  0.059
H 8.57 2.82 -0.35  0.055
H 9.92 1.71 -0.03  0.055

For the HOMO-LUMO gap, the calculation gives 6.4709 eV. Its total charge is +1. The calculation puts the LUMO energy at -4.2395 eV. The spin multiplicity is 1. For the HOMO energy, the calculation gives -10.71 eV.

[5]
The molecule C24H15F3N4O3S in a non-equilibrium geometry, computed with ωB97M-V/def2-TZVPD.

Each line ends with the Löwdin charge.
Positions of all 50 atoms, in Å:
O -10.33 -0.07 1.01  0.003
C -9.13 0.18 1.13  -0.763
N -8.28 -0.75 1.57  0.149
C -6.97 -0.43 1.25  -0.470
O -6.17 -1.35 1.23  0.093
C -6.81 0.91 0.80  -0.422
C -5.68 1.69 0.60  -0.011
C -4.27 1.40 0.75  -0.235
C -3.66 0.50 1.56  -0.007
C -2.25 0.35 1.55  0.002
C -1.39 1.16 0.81  -0.177
N 0.00 0.98 0.81  0.034
C 0.64 -0.24 1.16  -0.024
C 2.00 -0.09 1.10  -0.001
C 2.24 1.27 0.65  -0.124
C 3.42 1.92 0.33  -0.202
N 4.67 1.31 0.48  0.098
C 5.08 0.09 -0.05  -0.194
C 4.41 -0.53 -1.09  -0.024
C 4.93 -1.71 -1.65  -0.077
C 6.10 -2.26 -1.16  -0.099
C 6.76 -1.67 -0.09  -0.016
C 6.28 -0.47 0.49  -0.141
O 6.89 0.22 1.57  0.056
C 8.19 -0.23 2.07  -0.530
F 8.70 0.71 2.91  0.164
F 8.06 -1.44 2.71  0.137
F 9.01 -0.32 1.00  0.156
C 3.31 3.23 -0.14  -0.002
C 2.05 3.83 -0.28  -0.128
N 0.92 3.17 0.00  0.120
C 1.01 1.89 0.45  -0.193
C -2.04 2.15 0.03  0.019
C -3.45 2.27 0.01  -0.014
S -8.38 1.65 0.56  1.115
H -8.53 -1.70 1.49  0.164
H -5.94 2.63 0.14  0.097
H -4.25 -0.10 2.23  0.113
H -1.85 -0.47 2.14  0.104
H 0.15 -1.20 1.48  0.133
H 2.74 -0.84 1.33  0.109
H 5.41 1.83 0.98  0.161
H 3.54 -0.06 -1.55  0.123
H 4.35 -2.11 -2.47  0.104
H 6.50 -3.14 -1.58  0.093
H 7.66 -2.20 0.26  0.113
H 4.19 3.78 -0.35  0.098
H 2.01 4.86 -0.59  0.101
H -1.47 2.83 -0.58  0.092
H -3.91 3.03 -0.59  0.107

Its SMILES is O=C1NC(=O)/C(=C\c2ccc(-n3ccc4c(Nc5ccccc5OC(F)(F)F)ccnc43)cc2)S1. For the HOMO-LUMO gap, the calculation gives 7.2157 eV. Its total charge is 0. The calculation puts the LUMO energy at -0.8786 eV. The spin multiplicity is 1. For the HOMO energy, the calculation gives -8.09 eV.

[6]
A cluster of 2 separate species, C3H11NO2 in total in a non-equilibrium geometry, computed with ωB97M-V/def2-TZVPD.

Each line ends with the Löwdin charge.
Positions of all 17 atoms, in Å:
C -0.96 -1.49 0.76  -0.083
N -1.00 -1.07 -0.73  -0.120
C 0.05 -0.04 -0.86  -0.242
C -0.42 1.43 -0.54  -0.234
O -1.52 1.41 0.36  -0.157
H -1.58 -0.78 1.33  0.063
H 0.06 -1.21 1.05  0.069
H -1.46 -2.41 0.86  0.055
H -0.68 -1.91 -1.32  0.126
H 0.89 -0.24 -0.14  0.057
H 0.57 -0.15 -1.84  0.120
H 0.28 1.91 0.22  0.133
H -0.58 1.98 -1.45  0.100
H -2.35 0.84 0.02  0.155
O 3.28 -0.14 0.66  -0.002
H 2.38 -0.16 0.56  -0.070
H 3.43 0.03 1.57  0.031

Its SMILES is CNCCO.O. For the HOMO-LUMO gap, the calculation gives 10.2684 eV. Its total charge is 0. The calculation puts the LUMO energy at 0.8278 eV. The spin multiplicity is 1. For the HOMO energy, the calculation gives -9.44 eV.

The records above give, respectively, total energy values of -8312.9066; -95973.0371; -8459.2843; -1757461.9461; -56222.0646; -8872.3985 eV.